Entry 1:
The following is a DFT calculation (ωB97M-V with the def2-TZVPD basis set) of a cluster of 3 separate species, C19H20ClN3O3 in total.

Last column: Löwdin charge in e.
Cartesian coordinates (Å):
H1 3.772 -0.202 -1.927  0.0625
N1 3.432 -0.581 -1.039  0.1452
C1 2.678 0.242 -0.435  -0.4292
C2 2.049 -0.155 0.877  -0.0298
C3 2.428 1.671 -0.889  -0.1002
C4 0.992 2.130 -0.895  -0.1549
C5 0.555 3.301 -0.405  -0.5087
Cl1 1.602 4.457 0.302  0.7909
C6 -0.901 3.699 -0.428  -0.4040
O1 -1.268 4.767 -0.018  0.1052
C7 -1.865 2.696 -0.934  0.0715
C8 -1.470 1.534 -1.460  -0.1008
C9 -2.394 0.440 -1.967  -0.0734
C10 -3.596 0.283 -1.055  -0.2602
O2 -3.533 -0.401 -0.089  0.0785
C11 0.001 1.242 -1.564  -0.2719
O3 0.385 0.280 -2.188  0.1147
H2 2.650 -0.931 1.360  0.0872
H3 1.933 0.697 1.553  0.0776
H4 1.043 -0.579 0.714  0.0820
H5 2.864 1.824 -1.889  0.1364
H6 2.978 2.321 -0.194  0.0983
H7 -2.910 2.993 -0.852  0.1386
H8 -2.696 0.635 -3.004  0.1360
H9 -1.842 -0.503 -1.940  0.1095
H10 -4.494 0.888 -1.265  0.1284
C12 -1.153 1.638 2.841  -0.1098
C13 -1.532 0.298 2.541  -0.1009
C14 -0.818 -0.518 3.376  -0.1367
N2 -0.027 0.274 4.165  0.0058
C15 -0.224 1.589 3.847  -0.1437
H11 -1.530 2.537 2.380  0.0863
H12 -2.239 -0.018 1.793  0.0669
H13 -0.803 -1.590 3.472  0.1104
H14 0.604 -0.061 4.870  0.1440
H15 0.304 2.373 4.363  0.1058
C16 -0.135 -4.937 -1.394  -0.1188
C17 1.257 -4.810 -1.131  -0.1150
C18 1.578 -3.481 -1.244  -0.1408
N3 0.435 -2.804 -1.565  0.0172
C19 -0.612 -3.680 -1.659  -0.1484
H16 -0.718 -5.843 -1.390  0.0858
H17 1.944 -5.603 -0.889  0.0858
H18 2.514 -2.960 -1.132  0.0824
H19 0.368 -1.810 -1.711  0.0958
H20 -1.605 -3.339 -1.900  0.0986

For the energy above the lowest of the compared OMol25 structures with the same formula, charge and spin, the calculation gives 0.0 kJ/mol. The lowest unoccupied orbital energy is -2.0 eV. The value obtained for the HOMO energy is -7.8 eV. The spin multiplicity is 1. As for the frontier orbital gap: 5.867 eV. Its SMILES is [H]/N=C(/C)CC1=C(Cl)C(=O)C=C(CC=O)C1=O.c1cc[nH]c1.c1cc[nH]c1. The total energy is -43160.9592 eV.

***

Entry 2:
The following is a DFT calculation (ωB97M-V with the def2-TZVPD basis set) of a structure of composition C23H52LuP4S.

Last column: Löwdin charge in e.
Cartesian coordinates (Å):
Lu1 -0.178 0.123 -0.256  1.1214
P1 -1.512 -0.966 1.994  0.6992
P2 0.694 -2.514 -0.766  0.6988
P3 -2.497 -0.746 -1.462  0.6646
H1 1.898 2.787 1.010  0.0417
C1 0.949 2.991 0.467  -0.0138
C2 -0.270 2.586 1.028  -0.1418
H2 -0.332 2.418 2.123  0.0722
C3 -1.102 -0.972 3.792  -0.2460
C4 -2.077 -2.715 1.911  -0.2422
C5 -3.128 -0.068 2.136  -0.2466
C6 1.709 -2.531 -2.315  -0.2560
C7 1.843 -3.609 0.150  -0.2677
C8 -0.420 -3.905 -1.242  -0.2561
C9 -3.703 0.631 -1.414  -0.2769
C10 -3.684 -2.089 -1.148  -0.2572
C11 -2.289 -1.053 -3.268  -0.2674
H3 1.074 3.556 -0.479  0.0863
H4 -1.277 2.528 0.519  0.0596
H5 -0.782 0.019 4.137  0.0443
H6 -0.328 -1.707 4.040  0.0378
H7 -2.013 -1.243 4.338  0.0690
H8 -1.211 -3.387 1.858  0.0427
H9 -2.726 -2.891 1.047  0.0138
H10 -2.639 -2.928 2.832  0.0776
H11 -2.947 1.021 2.144  0.0506
H12 -3.573 -0.361 3.101  0.0688
H13 -3.819 -0.329 1.319  0.0194
H14 1.896 -3.582 -2.594  0.0750
H15 2.661 -2.013 -2.132  0.0537
H16 1.170 -2.013 -3.117  0.0410
H17 1.945 -4.559 -0.387  0.0719
H18 1.479 -3.818 1.161  0.0380
H19 2.834 -3.162 0.254  0.0443
H20 0.223 -4.772 -1.455  0.0673
H21 -1.023 -3.671 -2.127  0.0378
H22 -1.110 -4.156 -0.427  0.0366
H23 -4.259 0.632 -2.363  0.0725
H24 -3.213 1.606 -1.296  0.0018
H25 -4.405 0.492 -0.584  0.0482
H26 -4.482 -2.022 -1.922  0.0958
H27 -4.149 -1.984 -0.167  0.0372
H28 -3.222 -3.077 -1.211  0.0420
H29 -3.172 -0.637 -3.791  0.0746
H30 -2.208 -2.133 -3.466  0.0531
H31 -1.372 -0.573 -3.651  0.0079
C12 -0.733 3.486 -3.969  -0.5980
C13 -0.361 3.310 -5.337  -0.0708
C14 -0.666 4.340 -6.281  -0.0355
C15 -1.261 5.549 -5.840  -0.0306
C16 -1.362 5.789 -4.461  -0.0476
C17 -1.013 4.799 -3.522  -0.1000
S1 -0.956 2.145 -2.838  0.7653
H32 0.283 1.845 -2.163  -0.1470
H33 0.170 2.393 -5.636  0.1137
H34 -0.418 4.243 -7.361  0.1302
H35 -1.542 6.309 -6.594  0.1334
H36 -1.697 6.769 -4.127  0.1208
H37 -1.006 4.984 -2.455  0.0979
C18 4.151 1.147 0.704  -0.1475
C19 3.804 -0.172 1.396  -0.3984
P4 2.005 -0.318 1.911  0.8976
C20 2.110 -1.910 2.949  -0.3992
C21 2.536 -1.846 4.425  -0.1223
C22 1.872 1.068 3.176  -0.3959
C23 3.070 1.293 4.122  -0.1004
H38 3.682 1.218 -0.294  0.0678
H39 5.241 1.209 0.538  0.1006
H40 3.866 2.035 1.291  0.0607
H41 3.980 -1.015 0.711  0.0707
H42 4.460 -0.321 2.268  0.0939
H43 1.105 -2.357 2.869  0.0244
H44 2.795 -2.577 2.402  0.0646
H45 1.855 -1.222 5.036  0.0772
H46 2.504 -2.872 4.835  0.0996
H47 3.578 -1.486 4.521  0.0852
H48 1.690 1.960 2.573  0.0091
H49 0.946 0.896 3.747  0.0525
H50 4.013 1.386 3.550  0.0762
H51 2.884 2.232 4.663  0.0970
H52 3.162 0.489 4.872  0.0603

For the energy above the lowest of the compared OMol25 structures with the same formula, charge and spin, the calculation gives 75.9 kJ/mol. The charge is +3. The lowest unoccupied orbital energy is -9.9 eV. The value obtained for the HOMO energy is -16.2 eV. The spin multiplicity is 1. As for the frontier orbital gap: 6.278 eV. The total energy is -106279.6584 eV.

***

Entry 3:
The following is a DFT calculation (ωB97M-V with the def2-TZVPD basis set) of the molecule C4H10N2O3.

Last column: Löwdin charge in e.
Cartesian coordinates (Å):
C1 -1.149 1.758 -0.536  -0.0294
N1 -0.889 0.340 -0.423  -0.0982
C2 0.392 -0.148 -0.904  -0.0854
C3 1.319 -0.548 0.280  -0.4826
N2 2.638 -0.034 0.079  0.0620
O1 1.336 -1.930 0.475  -0.0376
C4 -1.524 -0.444 0.481  -0.5644
O2 -1.356 -1.655 0.560  0.0650
O3 -2.603 0.143 1.054  0.1071
H1 -2.102 1.990 -0.085  0.0830
H2 -1.187 2.034 -1.594  0.0963
H3 -0.365 2.336 -0.044  0.0977
H4 0.868 0.643 -1.481  0.1209
H5 0.230 -1.035 -1.523  0.1353
H6 0.813 -0.068 1.189  0.1653
H7 3.146 0.031 0.955  0.0781
H8 3.162 -0.654 -0.534  0.0872
H9 0.397 -2.209 0.569  0.0684
H10 -3.126 -0.551 1.482  0.1312

For the energy above the lowest of the compared OMol25 structures with the same formula, charge and spin, the calculation gives 42.9 kJ/mol. The lowest unoccupied orbital energy is 0.7 eV. The value obtained for the HOMO energy is -9.4 eV. The spin multiplicity is 1. As for the frontier orbital gap: 10.131 eV. Its SMILES is CN(C[C@H](N)O)C(=O)O. The total energy is -13433.4120 eV.

***

Entry 4:
The following is a DFT calculation (ωB97M-V with the def2-TZVPD basis set) of a structure of composition C47H40N2O4PS3SbSc.

Last column: Löwdin charge in e.
Cartesian coordinates (Å):
Sc1 0.323 -0.220 -0.257  0.5450
O1 1.804 -0.596 1.140  -0.3377
N1 1.647 -0.481 2.464  -0.1756
C1 2.489 -1.196 3.240  -0.0135
C2 2.419 -1.122 4.600  -0.0505
C3 1.456 -0.285 5.174  -0.0599
C4 0.616 0.435 4.368  -0.0801
C5 0.698 0.350 2.967  -0.6488
S1 -0.338 1.193 1.901  0.7257
H1 3.185 -1.809 2.687  0.1423
H2 3.097 -1.711 5.201  0.1098
H3 1.365 -0.215 6.250  0.1150
H4 -0.149 1.078 4.777  0.1127
O2 -2.447 -0.527 -3.093  -0.2638
S2 -1.947 -0.854 -1.792  0.5449
O3 -0.566 -1.520 -1.800  -0.5855
O4 -1.604 0.361 -0.947  -0.4295
C6 -2.997 -1.898 -0.978  -0.3476
C7 -4.257 -2.159 -1.571  -0.0969
C8 -5.197 -2.902 -0.919  -0.1111
C9 -4.931 -3.397 0.398  -0.1084
C10 -3.723 -3.151 0.993  -0.1402
C11 -2.698 -2.415 0.355  -0.3602
P1 -1.084 -2.243 1.080  1.0644
C12 -1.394 -2.168 2.885  -0.3506
C13 -0.696 -2.956 3.795  -0.0858
C14 -0.940 -2.843 5.159  -0.0926
C15 -1.876 -1.935 5.626  -0.0956
C16 -2.568 -1.134 4.724  -0.0798
C17 -2.329 -1.248 3.364  -0.1142
C18 -0.228 -3.862 0.936  -0.3486
C19 1.118 -3.882 0.577  -0.1046
C20 1.789 -5.090 0.420  -0.0782
C21 1.123 -6.285 0.636  -0.0895
C22 -0.218 -6.272 1.004  -0.0843
C23 -0.891 -5.071 1.145  -0.0850
H5 -4.453 -1.756 -2.556  0.1029
H6 -6.148 -3.099 -1.396  0.0894
H7 -5.690 -3.954 0.934  0.0883
H8 -3.549 -3.519 1.998  0.0988
H9 0.028 -3.680 3.441  0.1032
H10 -0.399 -3.474 5.854  0.1031
H11 -2.073 -1.853 6.688  0.1003
H12 -3.305 -0.424 5.080  0.1056
H13 -2.877 -0.633 2.661  0.1082
H14 1.642 -2.949 0.407  0.0590
H15 2.831 -5.093 0.121  0.1068
H16 1.641 -7.227 0.509  0.1032
H17 -0.742 -7.206 1.168  0.1053
H18 -1.943 -5.067 1.402  0.1012
S3 2.407 -0.923 -1.745  0.2294
Sb1 1.481 -2.316 -3.317  1.3709
C24 3.139 -2.821 -4.532  -0.3692
C25 4.431 -2.786 -4.022  -0.1302
C26 5.500 -3.172 -4.822  -0.0821
C27 5.278 -3.588 -6.126  -0.0855
C28 3.988 -3.612 -6.641  -0.0809
C29 2.919 -3.229 -5.845  -0.1176
C30 0.235 -1.371 -4.711  -0.3538
C31 0.525 -0.054 -5.045  -0.1153
C32 -0.275 0.606 -5.966  -0.0738
C33 -1.352 -0.050 -6.546  -0.0737
C34 -1.631 -1.367 -6.213  -0.0743
C35 -0.839 -2.033 -5.289  -0.1153
C36 0.715 -4.247 -2.940  -0.3096
C37 -0.565 -4.477 -2.443  -0.0993
C38 -1.021 -5.781 -2.320  -0.0658
C39 -0.209 -6.846 -2.683  -0.0800
C40 1.069 -6.615 -3.168  -0.0803
C41 1.536 -5.314 -3.300  -0.1184
H19 4.600 -2.443 -3.008  0.0718
H20 6.507 -3.145 -4.426  0.1034
H21 6.113 -3.888 -6.747  0.1026
H22 3.816 -3.926 -7.663  0.1043
H23 1.914 -3.238 -6.253  0.1019
H24 1.364 0.454 -4.583  0.0817
H25 -0.061 1.635 -6.229  0.1024
H26 -1.982 0.471 -7.256  0.1046
H27 -2.478 -1.872 -6.658  0.1082
H28 -1.074 -3.054 -5.009  0.1049
H29 -1.198 -3.653 -2.143  0.0841
H30 -2.014 -5.958 -1.926  0.1153
H31 -0.572 -7.861 -2.580  0.1064
H32 1.707 -7.444 -3.446  0.1047
H33 2.532 -5.140 -3.686  0.0903
N2 0.742 2.037 -0.952  0.0226
C42 1.776 2.446 -1.850  -0.3306
C43 3.091 2.473 -1.404  -0.0609
C44 4.106 2.822 -2.279  -0.0785
C45 3.819 3.136 -3.601  -0.0898
C46 2.503 3.109 -4.039  -0.0866
C47 1.480 2.770 -3.164  -0.0489
H34 -0.182 2.240 -1.321  0.0949
H35 0.823 2.495 -0.050  0.0517
H36 3.314 2.196 -0.380  0.1187
H37 5.130 2.837 -1.928  0.1054
H38 4.615 3.401 -4.285  0.1005
H39 2.267 3.355 -5.066  0.1048
H40 0.450 2.742 -3.503  0.1178

For the energy above the lowest of the compared OMol25 structures with the same formula, charge and spin, the calculation gives 43.2 kJ/mol. The lowest unoccupied orbital energy (alpha / beta) is 0.2 / 0.2 eV. The value obtained for the HOMO energy (alpha / beta) is -4.3 / -7.8 eV. The spin multiplicity is 2. As for the frontier orbital gap (alpha / beta): 4.498 / 8.008 eV. The total energy is -129594.1626 eV.

***

Entry 5:
The following is a DFT calculation (ωB97M-V with the def2-TZVPD basis set) of the molecule CH3ClN2O2.

Last column: Löwdin charge in e.
Cartesian coordinates (Å):
C1 -0.010 -1.000 -0.369  -0.1650
N1 0.214 0.421 -0.334  -0.3258
Cl1 -1.084 1.294 -1.453  0.5871
N2 0.329 1.051 0.838  -0.5014
O1 1.058 0.522 1.669  0.0720
O2 -0.232 2.122 0.963  0.0143
H1 -0.121 -1.451 -1.423  0.0957
H2 0.868 -1.649 0.117  0.1375
H3 -1.023 -1.311 -0.009  0.0856

For the energy above the lowest of the compared OMol25 structures with the same formula, charge and spin, the calculation gives 314.5 kJ/mol. The lowest unoccupied orbital energy is -1.2 eV. The value obtained for the HOMO energy is -10.9 eV. The spin multiplicity is 1. As for the frontier orbital gap: 9.685 eV. Its SMILES is CN(Cl)[N+](=O)[O-]. The total energy is -20677.7055 eV.

***

Entry 6:
The following is a DFT calculation (ωB97M-V with the def2-TZVPD basis set) of a cluster of 2 separate species, C2H9NP in total.

Last column: Löwdin charge in e.
Cartesian coordinates (Å):
C1 -0.478 1.039 -1.323  -0.0146
C2 -0.516 -0.068 0.956  -0.4277
N1 0.146 0.078 -0.372  -0.1637
P1 0.206 -1.512 1.927  0.7987
H1 0.266 1.378 -2.064  0.1198
H2 -1.379 0.623 -1.818  0.1181
H3 -0.791 1.844 -0.735  0.0733
H4 -0.934 0.947 1.145  0.0823
H5 -1.833 -0.791 0.191  0.2482
H6 1.179 0.337 -0.370  0.2021
H7 0.096 -0.861 -0.724  0.1216
H8 1.592 -1.174 2.307  -0.0751
H9 -0.361 -1.075 3.154  -0.0831

For the energy above the lowest of the compared OMol25 structures with the same formula, charge and spin, the calculation gives 248.0 kJ/mol. The charge is +1. The lowest unoccupied orbital energy is -4.5 eV. The value obtained for the HOMO energy is -14.1 eV. The spin multiplicity is 1. As for the frontier orbital gap: 9.642 eV. The total energy is -12988.3501 eV.